A cluster of 2 separate species, C6H7NOS in total at a distorted geometry, computed with ωB97M-V with the def2-TZVPD basis set.

XYZ file:
```
16
C6H7NOS (ωB97M-V with the def2-TZVPD basis set)
C 2.070 -0.957 -0.753
C 3.145 -0.258 -0.253
C 1.057 0.197 0.996
C -2.283 0.318 1.394
C -1.984 0.450 0.015
C -1.691 0.850 -1.199
N 0.986 -0.726 0.030
O -2.264 -0.799 0.489
S 2.650 0.691 1.059
H 1.967 -1.688 -1.467
H 4.069 -0.043 -0.714
H -1.492 0.317 2.022
H -3.213 0.626 1.947
H -1.300 0.165 -1.922
H -0.006 -1.069 -0.265
H -1.711 1.926 -1.380
```

Summary:
- HOMO level: -8.664 eV
- ΔE to the lowest compared entry with this formula, charge and spin: 349.4 kJ/mol
- Kohn-Sham gap: 9.44 eV

=====

A cluster of 2 separate species, C4H12N2O2S in total at a distorted geometry, computed with ωB97M-V with the def2-TZVPD basis set.

XYZ file:
```
21
C4H12N2O2S (ωB97M-V with the def2-TZVPD basis set)
C 0.216 1.560 1.664
C 0.142 0.827 0.312
C 1.407 1.122 -0.530
S 1.321 2.753 -1.359
N 0.093 -0.644 0.534
C -1.143 -1.255 0.485
N -1.201 -2.569 0.935
O -2.135 -0.726 0.001
H -0.674 1.364 2.317
H 1.074 1.290 2.257
H 0.216 2.671 1.552
H -0.768 1.169 -0.218
H 1.568 0.266 -1.274
H 2.329 1.090 0.060
H 0.436 2.446 -2.334
H 0.845 -0.999 1.175
H -0.432 -3.084 1.103
H -2.012 -3.116 0.814
H -1.071 -1.409 -2.992
H -0.094 -1.322 -1.772
O -0.118 -1.436 -2.732
```

Summary:
- HOMO level: -9.171 eV
- SMILES: C[C@@H](CS)NC(N)=O.O
- ΔE to the lowest compared entry with this formula, charge and spin: 0.0 kJ/mol
- Kohn-Sham gap: 9.77 eV

=====

A cluster of 12 separate species, C48H78F18O30 in total at a distorted geometry, computed with ωB97M-V with the def2-TZVPD basis set.

XYZ file:
```
174
C48H78F18O30 (ωB97M-V with the def2-TZVPD basis set)
C -4.507 7.795 -1.370
C -3.386 7.782 -2.413
O -2.638 6.592 -2.216
C -1.692 6.532 -1.296
O -1.491 7.339 -0.401
O -1.065 5.377 -1.528
C 0.098 5.092 -0.847
H -5.379 7.146 -1.449
H -4.910 8.792 -1.192
H -4.102 7.513 -0.398
H -2.777 8.683 -2.480
H -3.806 7.908 -3.411
H 0.096 5.493 0.167
H 0.964 5.524 -1.350
H 0.366 4.040 -0.747
C -0.725 -0.126 -1.964
C -0.339 1.295 -1.546
O -0.202 1.265 -0.110
C 0.872 0.796 0.470
O 1.893 0.416 -0.068
O 0.473 0.738 1.746
C 1.400 0.283 2.701
H -1.444 -0.628 -1.317
H 0.173 -0.744 -1.966
H -1.149 -0.061 -2.966
H -1.135 2.030 -1.666
H 0.578 1.657 -2.012
H 2.260 0.934 2.861
H 1.848 -0.680 2.459
H 0.894 0.111 3.651
C 3.536 3.803 -1.038
C 4.185 2.583 -1.638
O 5.396 2.946 -2.337
C 5.414 3.534 -3.524
O 4.392 3.902 -4.130
O 6.714 3.691 -3.937
C 6.990 4.389 -5.095
H 4.302 4.333 -0.470
H 2.680 3.568 -0.405
H 3.206 4.512 -1.797
H 3.535 2.014 -2.301
H 4.495 1.820 -0.924
H 8.071 4.421 -5.230
H 6.654 5.412 -4.924
H 6.487 3.871 -5.911
C -1.269 -2.126 -5.614
C -2.263 -1.258 -6.430
O -3.438 -1.993 -6.946
C -3.456 -2.723 -8.010
O -2.491 -2.879 -8.729
O -4.688 -3.259 -8.293
C -4.969 -3.818 -9.579
H -0.331 -1.572 -5.558
H -1.156 -3.096 -6.096
H -1.582 -2.253 -4.577
H -1.822 -0.635 -7.208
H -2.658 -0.485 -5.772
H -4.728 -4.877 -9.491
H -4.559 -3.377 -10.487
H -6.042 -3.847 -9.766
C -3.645 -1.876 2.404
C -2.089 -2.008 2.204
O -1.459 -3.191 2.853
C -1.542 -4.437 2.360
O -2.085 -4.734 1.271
O -0.859 -5.218 3.152
C -0.650 -6.570 2.724
H -4.078 -2.821 2.075
H -4.065 -1.028 1.864
H -3.895 -1.810 3.463
H -1.690 -1.055 2.551
H -1.882 -2.077 1.136
H -0.010 -7.068 3.453
H -0.084 -6.670 1.798
H -1.609 -7.085 2.671
C 0.239 -3.367 -1.652
C -0.364 -4.750 -1.561
O 0.494 -5.620 -2.303
C 0.386 -5.850 -3.642
O -0.471 -5.282 -4.381
O 1.247 -6.766 -4.015
C 1.131 -7.280 -5.360
H 1.241 -3.359 -1.223
H -0.403 -2.744 -1.029
H 0.306 -2.955 -2.659
H -1.358 -4.811 -2.006
H -0.452 -5.086 -0.528
H 1.952 -7.943 -5.632
H 1.198 -6.485 -6.103
H 0.166 -7.774 -5.477
C -6.899 1.657 1.867
C -7.419 2.007 0.481
O -6.517 2.753 -0.296
C -5.361 2.251 -0.874
O -5.116 1.079 -0.971
C -4.367 3.344 -1.386
F -3.318 3.428 -0.544
F -3.884 3.009 -2.613
F -5.001 4.527 -1.514
H -6.737 2.510 2.526
H -6.018 1.029 1.730
H -7.644 1.108 2.443
H -8.292 2.660 0.479
H -7.659 1.024 0.074
C -1.200 8.205 2.762
C -1.878 7.220 3.704
O -1.825 5.851 3.189
C -0.666 5.198 3.362
O 0.388 5.667 3.865
C -0.780 3.694 2.918
F -0.744 3.509 1.548
F 0.317 3.125 3.371
F -1.899 3.151 3.399
H -1.872 8.372 1.920
H -0.227 7.845 2.430
H -1.056 9.177 3.235
H -2.914 7.515 3.872
H -1.472 7.297 4.713
C -2.414 -5.090 7.496
C -1.988 -4.938 6.084
O -1.297 -3.647 5.888
C -1.774 -2.372 5.929
O -2.945 -2.099 5.983
C -0.717 -1.252 5.871
F -0.392 -0.844 7.142
F 0.442 -1.672 5.342
F -1.278 -0.213 5.314
H -1.556 -5.070 8.168
H -2.888 -6.053 7.687
H -3.100 -4.299 7.799
H -2.766 -5.041 5.328
H -1.340 -5.786 5.861
C 4.965 -2.235 0.577
C 5.135 -0.743 0.554
O 6.102 -0.367 1.488
C 5.775 0.673 2.346
O 4.851 1.423 2.207
C 6.855 0.785 3.488
F 7.795 1.689 3.048
F 6.276 1.191 4.623
F 7.555 -0.380 3.718
H 5.942 -2.716 0.604
H 4.406 -2.735 -0.214
H 4.530 -2.605 1.505
H 4.187 -0.246 0.759
H 5.468 -0.425 -0.434
C 2.708 -1.265 -3.570
C 3.617 -0.587 -4.562
O 3.006 0.656 -4.970
C 2.019 0.696 -5.865
O 1.659 -0.310 -6.509
C 1.238 1.967 -5.941
F -0.080 1.778 -5.913
F 1.506 2.854 -4.946
F 1.501 2.534 -7.094
H 1.829 -1.671 -4.070
H 2.369 -0.584 -2.788
H 3.281 -2.074 -3.117
H 3.945 -1.230 -5.379
H 4.567 -0.284 -4.122
C 3.506 -3.206 5.040
C 2.541 -4.180 5.683
O 2.228 -3.676 6.956
C 1.817 -4.436 7.993
O 1.601 -5.665 7.903
C 1.517 -3.626 9.317
F 2.269 -4.007 10.389
F 1.754 -2.316 9.117
F 0.238 -3.833 9.631
H 4.352 -2.974 5.688
H 3.068 -2.272 4.689
H 3.935 -3.689 4.162
H 3.146 -5.080 5.789
H 1.653 -4.439 5.106
```

Summary:
- HOMO level (alpha / beta): 0.157 / -5.026 eV
- Spin multiplicity: 2
- Charge: -1
- ⟨S²⟩: 0.75
- Kohn-Sham gap (alpha / beta): 1.42 / 6.57 eV

=====

A structure of composition C36H39Cl5CoN2O5S2Si, computed with ωB97M-V with the def2-TZVPD basis set.

XYZ file:
```
91
C36H39Cl5CoN2O5S2Si (ωB97M-V with the def2-TZVPD basis set)
Co -0.836 1.337 -0.042
Cl 0.694 1.478 3.344
C -0.861 2.238 3.037
C -1.337 2.323 1.735
C -2.492 3.106 1.629
Cl -3.100 3.487 0.033
C -3.188 3.643 2.708
Cl -4.617 4.604 2.485
C -2.725 3.408 3.999
Cl -3.606 3.989 5.375
C -1.532 2.719 4.163
Cl -0.922 2.456 5.768
C 4.901 0.199 -5.469
C 3.498 0.381 -4.949
C 3.246 1.231 -3.880
C 1.955 1.413 -3.401
C 0.892 0.734 -3.977
C 1.135 -0.123 -5.046
C 2.424 -0.294 -5.524
S -0.818 0.890 -3.425
O -1.435 1.537 -4.573
O -1.229 -0.481 -3.168
N -0.918 1.724 -2.120
C -0.541 3.136 -2.230
C 0.434 3.518 -1.118
O 0.890 4.666 -1.098
O 0.727 2.594 -0.276
H 5.574 -0.139 -4.679
H 5.304 1.139 -5.853
H 4.929 -0.533 -6.278
H 4.056 1.744 -3.375
H 1.809 2.055 -2.546
H 0.306 -0.659 -5.488
H 2.603 -0.972 -6.354
H -1.412 3.788 -2.128
H -0.083 3.385 -3.191
C -2.544 0.257 0.016
Si -2.135 -1.425 0.520
C -0.481 -1.787 -0.286
N 0.485 -0.735 0.086
C 1.569 -0.555 -0.908
C 2.864 -1.324 -0.604
C 2.584 -2.626 0.140
C 1.856 -2.327 1.461
C 1.097 -0.991 1.392
C -2.100 -1.627 2.405
C -2.513 -0.589 3.241
C -2.515 -0.728 4.625
C -2.107 -1.921 5.202
C -1.703 -2.975 4.390
C -1.707 -2.824 3.011
C -3.302 -2.828 -0.036
C -3.120 -3.480 -1.259
C -4.027 -4.427 -1.721
C -5.149 -4.739 -0.966
C -5.355 -4.101 0.249
C -4.441 -3.159 0.703
H -3.386 0.704 0.550
H -2.796 0.241 -1.051
H -0.696 -1.657 -1.351
H -0.094 -2.806 -0.151
H 1.789 0.509 -0.957
H 1.171 -0.854 -1.876
H 3.531 -0.700 0.000
H 3.388 -1.514 -1.544
H 3.512 -3.173 0.326
H 1.965 -3.268 -0.493
H 2.577 -2.257 2.282
H 1.173 -3.141 1.716
H 1.786 -0.167 1.570
H 0.338 -0.950 2.170
H -2.825 0.350 2.799
H -2.824 0.101 5.251
H -2.101 -2.031 6.280
H -1.387 -3.912 4.834
H -1.393 -3.658 2.388
H -2.262 -3.233 -1.873
H -3.860 -4.915 -2.674
H -5.864 -5.470 -1.328
H -6.230 -4.337 0.845
H -4.614 -2.674 1.659
C 4.567 1.838 2.078
S 3.353 2.198 0.804
C 2.973 3.865 1.312
O 4.163 2.308 -0.459
H 5.396 2.541 1.980
H 4.920 0.820 1.912
H 4.103 1.913 3.062
H 2.266 3.818 2.139
H 2.484 4.328 0.454
H 3.895 4.376 1.596
```

Summary:
- HOMO level (alpha / beta): -2.654 / -2.532 eV
- Spin multiplicity: 2
- Charge: -2
- ΔE to the lowest compared entry with this formula, charge and spin: 0.0 kJ/mol
- ⟨S²⟩: 0.77
- Kohn-Sham gap (alpha / beta): 6.62 / 6.50 eV

=====

An isolated molecule of C3H4N2OS2 at a distorted geometry, computed with ωB97M-V with the def2-TZVPD basis set.

XYZ file:
```
12
C3H4N2OS2 (ωB97M-V with the def2-TZVPD basis set)
C 0.912 -0.348 -0.232
C 0.599 1.011 0.419
C -1.847 -0.078 0.043
H 2.291 0.378 -1.147
H 0.626 0.702 1.557
H 1.420 1.786 0.431
H -0.428 -1.820 -0.592
N 1.901 -0.566 -1.026
N 0.040 -1.365 0.246
O -1.077 -0.907 0.909
S -1.086 1.517 -0.133
S -3.354 -0.310 -0.474
```

Summary:
- HOMO level: -9.501 eV
- SMILES: [H]/N=C1\CSC(=S)ON1
- ΔE to the lowest compared entry with this formula, charge and spin: 324.7 kJ/mol
- Kohn-Sham gap: 8.72 eV

=====

A cluster of 2 separate species, C7H7N2O2 in total at a distorted geometry, computed with ωB97M-V with the def2-TZVPD basis set.

XYZ file:
```
18
C7H7N2O2 (ωB97M-V with the def2-TZVPD basis set)
C -1.431 1.976 1.033
C -1.212 2.223 -0.384
C -0.354 1.158 1.297
C 0.387 -1.944 -0.813
C 1.221 -1.689 0.031
C 2.329 -1.355 1.018
C -0.834 -1.723 -1.648
N -0.089 1.626 -0.775
N 0.428 0.976 0.190
O 2.619 -2.178 1.870
O 2.666 -0.161 0.880
H -2.019 2.433 1.828
H -1.633 2.912 -1.073
H 0.026 0.547 2.118
H -1.175 -0.731 -1.821
H -0.680 -2.297 -2.619
H -1.622 -2.258 -1.259
H 1.373 0.486 0.129
```

Summary:
- HOMO level: -5.153 eV
- Charge: -1
- ΔE to the lowest compared entry with this formula, charge and spin: 246.0 kJ/mol
- Kohn-Sham gap: 8.89 eV

=====

A structure of composition C16H14N5O6SZn, computed with ωB97M-V with the def2-TZVPD basis set.

XYZ file:
```
43
C16H14N5O6SZn (ωB97M-V with the def2-TZVPD basis set)
Zn 1.559 -0.062 -0.927
C -0.300 3.825 -1.470
C -0.145 2.335 -1.527
N 0.990 1.776 -1.774
N 2.027 2.531 -2.150
C 3.077 1.839 -2.549
N 4.161 2.599 -2.883
S 3.204 0.141 -2.759
C -1.326 1.474 -1.355
C -2.511 1.956 -0.796
C -3.608 1.117 -0.709
C -3.512 -0.177 -1.192
C -2.301 -0.569 -1.747
N -1.248 0.225 -1.835
H 0.642 4.282 -1.762
H -1.098 4.174 -2.129
H -0.538 4.131 -0.448
H 4.189 3.518 -2.469
H 5.027 2.097 -2.952
H -2.564 2.968 -0.419
H -4.534 1.469 -0.271
H -4.349 -0.860 -1.149
H -2.171 -1.569 -2.146
O 0.958 -2.131 -1.161
C 0.628 -2.805 -0.196
C 0.046 -2.371 1.053
C -0.404 -3.362 1.914
C -1.024 -3.060 3.109
C -1.192 -1.707 3.490
C -0.738 -0.715 2.685
C -0.082 -0.975 1.427
O 0.326 -0.014 0.734
N -1.492 -4.107 3.957
O -1.318 -5.274 3.614
O -2.059 -3.806 5.003
H 0.740 -3.905 -0.267
H -0.277 -4.405 1.650
H -1.678 -1.495 4.432
H -0.846 0.326 2.961
O 3.007 1.241 0.343
C 3.443 0.151 0.763
O 2.991 -0.976 0.436
H 4.299 0.169 1.472
```

Summary:
- HOMO level: -4.809 eV
- Charge: -1
- ΔE to the lowest compared entry with this formula, charge and spin: 53.5 kJ/mol
- Kohn-Sham gap: 7.23 eV

=====

A cluster of 2 separate species, C19H25N5O5S2 in total at a distorted geometry, computed with ωB97M-V with the def2-TZVPD basis set.

XYZ file:
```
56
C19H25N5O5S2 (ωB97M-V with the def2-TZVPD basis set)
C -6.620 1.460 1.574
C -7.402 0.348 0.924
H -8.163 0.852 0.235
H -7.967 -0.242 1.711
O -6.763 -0.719 -0.030
C -6.354 -1.711 0.769
O -6.623 -2.097 2.008
C -5.479 -2.441 -0.352
H -4.733 -2.942 0.248
H -6.052 -3.247 -0.731
S -4.757 -1.294 -1.537
C -3.978 -0.245 -0.661
N -3.874 -0.495 0.636
N -3.141 0.827 1.174
C -2.715 1.323 -0.054
N -3.193 0.650 -0.928
C -2.819 0.821 -2.380
H -1.858 1.264 -2.461
H -2.909 0.190 -3.087
H -3.561 1.811 -2.671
C -1.851 2.522 -0.004
N -0.549 2.227 0.492
C 0.410 1.941 -0.614
O 0.055 2.005 -1.670
C 1.767 1.534 -0.479
C 2.950 1.791 -1.002
C 4.152 1.177 -0.643
C 4.346 0.695 0.420
C 3.149 0.079 1.318
C 1.988 0.493 0.936
H 1.119 0.295 1.391
H 3.372 -0.541 1.937
S 5.996 0.022 0.923
O 6.873 0.834 0.408
O 5.912 -0.426 2.297
N 6.319 -1.221 0.103
C 5.453 -2.546 0.194
H 5.031 -2.420 1.640
H 6.020 -3.415 0.343
C 4.233 -2.450 -0.639
H 4.198 -3.677 -0.868
H 3.289 -2.039 -0.144
C 4.860 -1.813 -1.865
H 5.015 -2.514 -2.768
H 4.227 -0.850 -2.208
C 6.491 -1.382 -1.387
H 6.682 -0.405 -1.599
H 7.254 -2.134 -1.694
H 5.037 1.783 -1.292
H 2.571 2.472 -1.798
H -0.149 1.988 1.243
H -1.808 3.077 -0.932
H -1.934 3.268 0.780
H -6.171 1.964 0.782
H -5.747 0.955 2.190
H -7.219 2.209 2.336
```

Summary:
- HOMO level: -8.466 eV
- ΔE to the lowest compared entry with this formula, charge and spin: 2020.0 kJ/mol
- Kohn-Sham gap: 8.34 eV

=====

The ion C4H10BrFN with charge +1 at a distorted geometry, computed with ωB97M-V with the def2-TZVPD basis set.

XYZ file:
```
17
C4H10BrFN (ωB97M-V with the def2-TZVPD basis set)
C -0.746 3.099 0.019
C 1.392 -2.252 0.148
C -0.124 1.797 -0.581
C -0.800 -1.472 -0.593
N 0.011 -1.931 0.516
F 1.058 1.307 -0.110
Br -1.423 0.337 -0.166
H -0.649 3.837 -0.712
H -1.695 2.988 0.556
H -0.152 3.429 0.908
H 1.649 -1.528 -0.593
H 2.178 -2.217 1.041
H 1.316 -3.193 -0.384
H 0.069 2.050 -1.600
H -1.804 -2.131 -0.620
H 0.132 -1.349 1.382
H -0.410 -2.771 0.788
```

Summary:
- HOMO level: -12.607 eV
- Charge: +1
- ΔE to the lowest compared entry with this formula, charge and spin: 244.2 kJ/mol
- Kohn-Sham gap: 9.00 eV

=====

A structure of composition C11H16N at a distorted geometry, computed with ωB97M-V with the def2-TZVPD basis set.

XYZ file:
```
28
C11H16N (ωB97M-V with the def2-TZVPD basis set)
C 2.027 2.917 0.121
C 0.952 2.779 -0.751
C 2.475 1.885 0.931
C 0.275 1.538 -0.871
C 1.629 0.779 1.039
C 0.564 0.574 0.103
C -0.305 -2.662 -1.896
C 0.485 -1.763 -1.271
C -0.146 -1.538 1.369
C -2.495 0.063 0.639
C -0.261 -0.682 0.154
N -1.660 -0.658 -0.302
H 2.660 3.861 -0.039
H 0.729 3.552 -1.479
H 3.161 2.005 1.801
H -0.547 1.411 -1.387
H 1.885 -0.005 1.676
H -0.013 -3.293 -2.724
H -1.261 -2.730 -1.625
H 1.486 -1.554 -1.413
H -0.068 -0.979 2.216
H 0.845 -2.131 1.345
H -0.982 -2.180 1.324
H -1.915 0.782 1.178
H -3.357 0.459 0.163
H -2.800 -0.626 1.299
H -1.840 -1.622 -0.445
H -1.523 -0.184 -1.153
```

Summary:
- HOMO level: -12.650 eV
- Charge: +1
- ΔE to the lowest compared entry with this formula, charge and spin: 280.7 kJ/mol
- Kohn-Sham gap: 9.79 eV

=====

The ion C8H12N3 with charge +1 at a distorted geometry, computed with ωB97M-V with the def2-TZVPD basis set.

XYZ file:
```
23
C8H12N3 (ωB97M-V with the def2-TZVPD basis set)
C 0.866 -1.552 -2.053
C 2.454 -1.049 -0.384
C -0.171 -1.009 -1.391
C 1.686 -0.257 0.295
C -2.718 2.725 0.987
C -2.408 1.789 1.907
C -1.621 0.562 1.659
C 2.273 -1.808 -1.577
N -1.766 -0.408 2.468
N -0.915 0.577 0.361
N -0.030 -0.499 0.003
H 0.663 -1.546 -3.158
H 3.533 -1.027 -0.031
H -1.089 -0.599 -1.881
H 1.841 0.219 1.242
H -3.475 3.489 1.157
H -2.348 3.020 -0.045
H -3.035 1.826 2.894
H 2.553 -2.857 -1.375
H 2.999 -1.537 -2.325
H -1.449 -1.296 2.302
H -0.726 1.478 -0.099
H -0.319 -1.236 0.599
```

Summary:
- HOMO level: -13.325 eV
- SMILES: [H]/N=C(/C=C)N[NH+]1C=CCC=C1
- Charge: +1
- ΔE to the lowest compared entry with this formula, charge and spin: 537.1 kJ/mol
- Kohn-Sham gap: 9.90 eV